1.
Density functional theory data (ωB97M-V/def2-TZVPD) for a 2-piece molecular cluster, C4H9NO2 overall.

SMILES string = CC(C)O.N=C=O
Energy = -363.051468 Eh
HOMO energy = -10.6975 eV
Energy relative to the best compared isomer or geometry (same formula, charge and spin) = 0.9270 eV
Net charge = 0
HOMO-LUMO gap = 11.37 eV
Max |F| = 0.82 eV/Å

CARTESIAN COORDINATES (ANGSTROEM)
O 2.95 -1.50 -0.72
O -0.16 1.47 0.23
N 2.65 0.79 -0.12
C -0.52 0.15 -0.19
C 0.00 -0.79 0.88
C 2.75 -0.38 -0.43
C -2.03 0.03 -0.38
H -2.29 -0.96 -0.76
H 1.76 1.25 0.08
H -0.59 -0.68 1.80
H -0.54 2.11 -0.39
H -0.02 -0.06 -1.15
H -0.05 -1.83 0.54
H -2.55 0.19 0.57
H 1.03 -0.56 1.14
H -2.40 0.77 -1.11



2.
Density functional theory data (ωB97M-V/def2-TZVPD) for the molecule C4H9NO2.

SMILES string = CCCOC(N)=O
Energy = -363.079551 Eh
HOMO energy = -10.3982 eV
Energy relative to the best compared isomer or geometry (same formula, charge and spin) = 0.1628 eV
Net charge = 0
HOMO-LUMO gap = 11.34 eV
Max |F| = 0.45 eV/Å

CARTESIAN COORDINATES (ANGSTROEM)
O 1.63 -1.42 -0.69
O 1.16 0.22 0.82
N 3.09 0.30 -0.28
C -1.00 0.34 -0.25
C -0.19 -0.24 0.89
C 1.93 -0.39 -0.11
C -2.49 0.00 -0.16
H -0.56 0.10 1.86
H 3.11 1.26 0.01
H -0.87 1.43 -0.25
H 3.61 0.06 -1.11
H -3.04 0.43 -1.00
H -0.59 -0.04 -1.19
H -0.22 -1.34 0.87
H -2.65 -1.09 -0.19
H -2.92 0.38 0.77



3.
Density functional theory data (ωB97M-V/def2-TZVPD) for a 3-piece molecular cluster, C4H9NO2 overall in a non-equilibrium geometry.

SMILES string = C=CC(N)=O.[H][H].C=O
Energy = -362.957551 Eh
HOMO energy = -9.8806 eV
Energy relative to the best compared isomer or geometry (same formula, charge and spin) = 3.4826 eV
Net charge = 0
HOMO-LUMO gap = 9.92 eV
Max |F| = 1.47 eV/Å

CARTESIAN COORDINATES (ANGSTROEM)
O -0.46 1.98 -1.05
O 1.98 -1.77 1.34
N 1.13 0.36 1.40
C -1.41 1.27 -1.20
C 0.08 -1.30 0.10
C 1.18 -0.92 0.97
C -1.16 -0.88 0.34
H 1.95 0.66 1.88
H -1.96 -1.42 -0.15
H 1.28 1.09 -1.43
H 1.71 0.50 -1.30
H -2.25 1.42 -0.53
H -1.58 0.47 -1.98
H -1.45 -0.31 1.24
H 0.31 -2.20 -0.47
H 0.66 1.06 0.84



4.
Density functional theory data (ωB97M-V/def2-TZVPD) for a 3-piece molecular cluster, C4H9NO2 overall in a non-equilibrium geometry.

Energy = -362.925799 Eh
HOMO energy = -9.3730 eV
Energy relative to the best compared isomer or geometry (same formula, charge and spin) = 4.3466 eV
Net charge = 0
HOMO-LUMO gap = 10.02 eV
Max |F| = 3.76 eV/Å

CARTESIAN COORDINATES (ANGSTROEM)
O 2.11 -1.38 0.55
O -0.41 -1.95 1.10
N 1.07 0.45 -0.37
C -1.17 1.39 -0.18
C 2.11 -0.38 -0.16
C -0.91 -0.99 0.25
C -0.21 0.39 0.36
H -1.14 -0.88 -1.23
H 0.58 -1.92 1.06
H 3.02 -0.08 -0.71
H -0.03 0.54 1.43
H 1.24 1.28 -0.92
H -1.98 -0.94 0.40
H -0.87 2.22 -0.78
H -1.57 0.53 -1.42
H -1.93 1.73 0.56



5.
Density functional theory data (ωB97M-V/def2-TZVPD) for the molecule C4H9NO2 in a non-equilibrium geometry.

SMILES string = CNC(=O)CCO
Energy = -363.006789 Eh
HOMO energy = -9.7654 eV
Energy relative to the best compared isomer or geometry (same formula, charge and spin) = 2.1428 eV
Net charge = 0
HOMO-LUMO gap = 10.45 eV
Max |F| = 3.18 eV/Å

CARTESIAN COORDINATES (ANGSTROEM)
O 1.09 -0.27 -1.17
O 2.67 0.93 1.17
N -1.24 -0.14 -0.71
C 1.55 0.28 1.65
C -1.80 -1.02 -1.74
C 0.22 0.80 0.91
C 0.12 0.08 -0.46
H -2.06 -2.02 -1.29
H -1.85 0.69 -0.32
H 2.62 0.94 0.23
H 1.37 0.17 2.82
H -2.72 -0.66 -2.18
H 0.28 1.86 0.70
H -0.78 0.57 1.49
H -1.11 -1.43 -2.44
H 1.64 -0.78 1.34



6.
Density functional theory data (ωB97M-V/def2-TZVPD) for the molecule C4H9NO2 in a non-equilibrium geometry.

SMILES string = C[C@@H](O)CNC=O
Energy = -363.038106 Eh
HOMO energy = -9.8818 eV
Energy relative to the best compared isomer or geometry (same formula, charge and spin) = 1.2906 eV
Net charge = 0
HOMO-LUMO gap = 10.59 eV
Max |F| = 1.90 eV/Å

CARTESIAN COORDINATES (ANGSTROEM)
O -1.78 0.61 -0.85
O 2.59 -0.20 -0.13
N 0.74 0.96 0.48
C 1.98 0.83 -0.10
C -0.15 -0.12 0.79
C -2.01 -1.59 0.08
C -1.05 -0.51 -0.40
H 0.42 -0.99 1.12
H -1.33 1.40 -0.52
H -2.60 -1.92 -0.77
H -2.70 -1.04 0.74
H 0.64 1.83 0.97
H -1.61 -2.48 0.56
H -0.83 0.21 1.57
H -0.34 -0.84 -1.16
H 2.26 1.79 -0.55